# C37H62F13N4O8S4

A cluster of 4 separate species, C37H62F13N4O8S4 in total (ωB97M-V/def2-TZVPD, the Open Molecules 2025 dataset).

XYZ file:
```
128
Properties=species:S:1:pos:R:3
C 2.621 -2.422 1.930
C 1.130 -2.537 1.784
O 0.383 -1.799 2.351
N 0.560 -3.628 0.972
C 1.133 -4.885 1.484
C 0.422 -3.358 -0.471
C 1.632 -3.879 -1.264
C 2.229 -3.052 -2.406
C 3.749 -3.241 -2.482
S 4.640 -2.340 -1.205
C 4.200 -0.680 -1.552
S 3.718 -0.077 -2.978
N 4.317 0.113 -0.396
C 3.366 0.990 0.102
C 3.887 1.477 1.266
N 5.142 0.944 1.493
C 5.369 0.138 0.498
C 0.091 -1.846 -0.543
C -0.853 -1.211 -1.629
C -2.101 -0.795 -0.780
O -2.903 0.114 -1.455
C -3.949 0.657 -0.674
O -4.879 -0.309 -0.303
C -4.894 -0.694 1.068
C -5.383 0.379 2.043
O -4.344 0.929 2.851
C -0.142 0.112 -1.999
O -0.759 0.770 -3.086
C -0.477 2.083 -3.253
F 0.697 2.424 -2.680
F -0.416 2.350 -4.549
F -1.423 2.857 -2.698
C -1.251 -2.154 -2.849
S -0.218 -1.897 -4.370
C -2.695 -1.949 -3.420
F -3.632 -2.242 -2.491
F -2.874 -2.847 -4.416
F -2.928 -0.753 -3.908
C -1.281 -3.702 -2.464
S -0.451 -4.813 -3.610
N -0.965 -3.947 -0.965
C -1.373 -5.337 -0.503
F -0.290 -6.090 -0.480
F -2.214 -5.858 -1.402
C -2.194 -5.422 0.887
F -1.774 -6.556 1.451
F -3.482 -5.531 0.547
C -2.142 -4.282 1.983
F -3.288 -4.271 2.647
F -1.139 -4.491 2.815
F -1.998 -3.086 1.381
H 2.930 -1.473 1.481
H 2.828 -2.346 3.002
H 3.192 -3.251 1.523
H 0.448 -5.726 1.432
H 2.076 -5.190 1.020
H 1.326 -4.744 2.551
H 2.423 -4.039 -0.528
H 1.426 -4.874 -1.666
H 2.023 -1.992 -2.307
H 1.847 -3.408 -3.362
H 4.122 -2.971 -3.471
H 4.003 -4.295 -2.324
H 2.431 1.173 -0.404
H 3.420 2.173 1.947
H 6.260 -0.456 0.350
H -0.426 -1.693 0.400
H 1.029 -1.284 -0.506
H -2.677 -1.688 -0.492
H -1.730 -0.348 0.156
H -3.516 1.156 0.207
H -4.424 1.396 -1.320
H -5.559 -1.560 1.107
H -3.903 -1.024 1.406
H -5.915 1.166 1.501
H -6.062 -0.093 2.755
H -3.926 1.666 2.395
H 0.924 -0.039 -2.202
H -0.202 0.741 -1.102
H 0.713 -1.109 -3.838
H -2.329 -3.973 -2.515
H -1.393 -5.757 -3.545
H -1.637 -3.339 -0.478
C 3.566 6.662 2.516
C 2.413 5.728 2.193
O 2.419 4.525 2.942
C 2.346 4.679 4.354
C 1.097 5.387 4.842
H 4.522 6.157 2.366
H 3.529 7.537 1.866
H 3.527 7.013 3.548
H 2.477 5.410 1.151
H 1.456 6.249 2.309
H 3.238 5.188 4.733
H 2.370 3.662 4.747
H 1.044 6.418 4.488
H 1.104 5.417 5.932
H 0.197 4.868 4.507
C -5.560 -4.530 -8.906
C -6.421 -3.286 -8.777
O -6.752 -2.944 -7.442
C -5.666 -2.669 -6.582
C -4.788 -1.511 -7.027
H -6.049 -5.384 -8.434
H -5.401 -4.761 -9.960
H -4.580 -4.402 -8.445
H -7.381 -3.450 -9.265
H -5.947 -2.439 -9.286
H -5.060 -3.571 -6.428
H -6.125 -2.431 -5.621
H -4.294 -1.712 -7.979
H -4.011 -1.325 -6.286
H -5.382 -0.603 -7.143
C 4.368 8.953 6.116
C 3.440 8.221 7.068
O 3.535 6.807 7.005
C 4.805 6.254 7.306
C 5.313 6.578 8.700
H 4.191 8.639 5.086
H 4.193 10.027 6.184
H 5.419 8.776 6.347
H 2.402 8.439 6.815
H 3.595 8.570 8.095
H 5.543 6.552 6.552
H 4.669 5.176 7.206
H 5.482 7.647 8.838
H 6.261 6.069 8.874
H 4.597 6.249 9.454
```

Results
Calculated total energy = -5158.60019 Ha
Strongest force on any atom = 0.9 eV/A
E_HOMO = -10.906 eV
Gap between HOMO and LUMO = 7.53 eV
Total charge = +1

---

# C37H62IN2O10

A cluster of 5 separate species, C37H62IN2O10 in total in a non-equilibrium geometry (ωB97M-V/def2-TZVPD, the Open Molecules 2025 dataset).

XYZ file:
```
112
Properties=species:S:1:pos:R:3
C -6.755 0.639 0.107
C -6.141 1.403 -1.230
O -6.691 2.768 -1.431
C -5.757 3.385 -2.430
C -6.556 4.181 -3.641
C -7.255 3.151 -4.708
C -6.453 2.973 -6.128
C -4.818 2.971 -5.983
C -4.189 1.578 -5.403
C -5.072 0.304 -4.907
C -4.205 -0.930 -4.409
I -5.394 -2.721 -3.791
N -2.772 -1.135 -4.269
N -2.138 -0.031 -4.707
C -0.599 -0.160 -4.597
C -0.022 -1.564 -5.216
C 1.045 -2.322 -4.175
C 0.440 -2.537 -2.667
C 1.514 -3.450 -1.766
C 2.684 -2.473 -1.077
C 4.079 -3.356 -0.928
C 4.801 -3.219 0.542
C 6.156 -2.254 0.528
O 5.846 -0.838 0.878
C 7.097 -0.300 1.455
C -2.622 1.232 -5.256
H -5.889 -0.061 0.535
H -7.600 -0.083 -0.272
H -7.124 1.423 0.909
H -4.959 1.411 -1.066
H -6.456 0.778 -2.186
H -4.983 4.118 -1.941
H -5.212 2.472 -2.953
H -7.434 4.796 -3.125
H -5.847 4.976 -4.128
H -7.486 2.118 -4.156
H -8.326 3.610 -4.962
H -6.740 3.756 -6.959
H -6.749 1.898 -6.548
H -4.388 3.099 -7.089
H -4.376 3.858 -5.358
H -6.240 0.270 -4.908
H -0.353 0.027 -3.468
H -0.099 0.735 -5.203
H 0.652 -1.260 -6.154
H -0.834 -2.297 -5.634
H 1.427 -3.351 -4.584
H 1.977 -1.596 -4.063
H 0.396 -1.491 -2.095
H -0.642 -2.994 -2.639
H 0.954 -3.942 -0.859
H 2.053 -4.207 -2.479
H 2.926 -1.533 -1.746
H 2.338 -2.085 -0.003
H 3.760 -4.498 -1.032
H 4.834 -3.146 -1.818
H 4.062 -2.901 1.392
H 5.204 -4.305 0.816
H 6.882 -2.671 1.369
H 6.757 -2.339 -0.485
H 7.122 -0.354 2.635
H 8.068 -0.866 1.061
H 7.208 0.819 1.063
H -1.849 2.051 -5.612
O 7.691 2.277 3.437
C 7.842 1.924 4.595
O 8.354 0.715 4.971
C 8.285 0.599 6.391
C 8.209 2.014 6.903
C 7.458 2.722 5.804
H 7.397 0.014 6.652
H 9.173 0.079 6.762
H 7.729 2.092 7.882
H 9.219 2.433 6.987
H 6.375 2.659 5.945
H 7.776 3.763 5.707
O -11.490 -4.696 -3.520
C -10.383 -4.943 -3.968
O -9.289 -5.231 -3.203
C -8.146 -5.357 -4.048
C -8.695 -5.667 -5.416
C -10.010 -4.929 -5.420
H -7.591 -4.413 -4.027
H -7.500 -6.157 -3.676
H -8.024 -5.371 -6.226
H -8.879 -6.745 -5.506
H -9.893 -3.893 -5.749
H -10.758 -5.446 -6.024
O 4.610 5.155 7.113
C 4.194 4.944 5.986
O 4.167 3.715 5.393
C 3.722 3.856 4.044
C 2.962 5.156 4.010
C 3.685 5.988 5.039
H 4.598 3.869 3.387
H 3.089 3.006 3.774
H 2.937 5.614 3.017
H 1.927 4.990 4.332
H 4.535 6.523 4.606
H 3.006 6.681 5.543
O 6.251 -2.684 7.498
C 5.371 -1.941 7.899
O 4.917 -1.910 9.187
C 3.816 -1.007 9.274
C 3.967 -0.081 8.095
C 4.601 -0.971 7.056
H 2.886 -1.584 9.233
H 3.856 -0.467 10.224
H 3.021 0.363 7.773
H 4.655 0.734 8.350
H 3.852 -1.517 6.476
H 5.266 -0.407 6.397
```

Results
Calculated total energy = -2605.92115 Ha
Strongest force on any atom = 6.5 eV/A
E_HOMO = -10.784 eV
Gap between HOMO and LUMO = 5.76 eV
Total charge = +1

---

# C37H62N4O7

A cluster of 11 separate species, C37H62N4O7 in total in a non-equilibrium geometry (ωB97M-V/def2-TZVPD, the Open Molecules 2025 dataset).

XYZ file:
```
110
Properties=species:S:1:pos:R:3
C 4.160 -1.392 4.145
C 4.387 -0.481 3.108
C 3.184 0.139 2.864
N 2.270 -0.349 3.722
C 2.876 -1.266 4.554
H 4.860 -2.058 4.675
H 5.360 -0.337 2.654
H 2.882 0.782 2.078
H 1.433 0.219 3.828
H 2.403 -1.708 5.409
C 0.650 4.646 0.301
C 1.248 5.760 -0.324
C 2.504 5.413 -0.663
N 2.796 4.136 -0.186
C 1.650 3.659 0.417
H -0.379 4.454 0.622
H 0.705 6.655 -0.650
H 3.304 5.984 -1.065
H 3.561 3.562 -0.355
H 1.556 2.638 0.707
C -0.597 -4.424 -6.216
C -0.475 -3.045 -6.029
C 0.327 -2.849 -4.941
N 0.719 -4.071 -4.468
C 0.127 -5.012 -5.219
H -1.274 -4.944 -6.844
H -0.837 -2.272 -6.614
H 0.704 -1.948 -4.535
H 1.468 -4.147 -3.732
H 0.254 -6.060 -4.984
C 0.678 -0.024 -0.274
C -0.183 -0.096 -1.362
C -1.261 0.700 -0.992
N -1.115 1.134 0.290
C 0.145 0.723 0.722
H 1.596 -0.563 -0.320
H -0.049 -0.583 -2.328
H -2.088 1.030 -1.570
H -1.715 1.830 0.686
H 0.498 0.915 1.772
C -2.729 -2.467 0.987
C -1.569 -3.263 0.529
C -1.704 -3.557 -0.912
O -0.675 -3.634 1.281
H -3.161 -2.712 1.987
H -3.595 -2.625 0.415
H -2.489 -1.387 0.821
H -0.756 -3.962 -1.311
H -1.968 -2.621 -1.381
H -2.564 -4.207 -0.993
C -2.683 1.084 -5.923
C -1.293 0.785 -5.443
C -0.196 1.310 -6.384
O -1.027 0.156 -4.463
H -3.238 0.141 -5.977
H -2.712 1.544 -6.918
H -3.296 1.702 -5.251
H 0.733 0.936 -5.862
H -0.258 2.388 -6.326
H -0.220 0.950 -7.408
C -2.638 -2.581 5.569
C -1.581 -1.896 4.731
C -0.612 -2.722 3.951
O -1.582 -0.705 4.632
H -2.213 -3.144 6.378
H -3.253 -3.269 4.958
H -3.432 -1.902 5.897
H -1.030 -3.626 3.492
H 0.131 -3.111 4.628
H -0.157 -2.081 3.235
C -2.234 5.038 3.620
C -1.013 4.179 3.396
C 0.204 4.813 3.958
O -1.117 3.114 2.789
H -2.261 5.260 4.678
H -3.138 4.460 3.381
H -2.138 5.987 3.067
H 0.281 5.808 3.518
H 1.155 4.325 3.562
H 0.114 4.831 5.047
C 2.543 -3.207 0.369
C 2.957 -3.598 -1.023
C 4.383 -4.108 -1.104
O 2.264 -3.533 -2.006
H 3.339 -2.743 0.927
H 2.380 -4.199 0.854
H 1.600 -2.670 0.548
H 4.938 -3.118 -1.178
H 4.594 -4.695 -1.998
H 4.627 -4.572 -0.180
C -4.370 0.953 2.882
C -4.675 2.151 1.999
C -5.727 3.169 2.450
O -4.072 2.392 0.996
H -4.269 0.017 2.315
H -5.168 0.764 3.622
H -3.398 1.152 3.368
H -6.020 3.802 1.631
H -5.255 3.747 3.227
H -6.529 2.538 2.823
C 2.504 1.730 -2.915
C 3.195 0.785 -1.970
C 3.256 -0.700 -2.442
O 3.617 1.199 -0.933
H 2.827 1.553 -3.981
H 2.800 2.711 -2.660
H 1.372 1.646 -2.832
H 2.353 -1.292 -2.136
H 4.110 -1.163 -1.954
H 3.408 -0.799 -3.538
```

Results
Calculated total energy = -2192.64111 Ha
Strongest force on any atom = 3.7 eV/A
E_HOMO = -7.665 eV
Gap between HOMO and LUMO = 8.31 eV
SMILES = c1cc[nH]c1.c1cc[nH]c1.c1cc[nH]c1.c1cc[nH]c1.CC(C)=O.CC(C)=O.CC(C)=O.CC(C)=O.CC(C)=O.CC(C)=O.CC(C)=O

---

# C37H62N6O11

A cluster of 10 separate species, C37H62N6O11 in total in a non-equilibrium geometry (ωB97M-V/def2-TZVPD, the Open Molecules 2025 dataset).

XYZ file:
```
116
Properties=species:S:1:pos:R:3
C 1.779 3.649 0.432
C 1.724 2.274 1.111
O 1.056 1.351 0.272
C -0.268 1.266 0.241
C -0.674 -0.165 -0.239
O -1.166 2.025 0.556
H 2.143 3.546 -0.590
H 2.561 4.229 0.921
H 0.793 4.113 0.441
H 2.748 1.926 1.250
H 1.213 2.299 2.073
H -1.741 -0.355 -0.119
H -0.183 -0.918 0.376
H -0.399 -0.411 -1.265
O 0.806 1.358 -3.447
C -0.012 2.172 -3.019
O 0.313 3.211 -2.299
C -0.832 3.991 -1.976
C -1.899 3.317 -2.730
O -1.319 2.228 -3.385
H -1.104 4.047 -0.922
H -0.555 4.995 -2.295
H -2.374 3.973 -3.460
H -2.646 3.030 -1.991
O -4.465 -5.111 -1.916
C -3.688 -4.800 -1.012
O -3.574 -5.477 0.176
C -2.314 -5.201 0.849
C -1.933 -3.845 0.073
O -2.640 -3.979 -1.173
H -2.513 -5.018 1.905
H -1.474 -5.881 0.707
H -0.847 -3.759 0.054
H -2.387 -2.958 0.515
O -5.434 -1.666 -2.366
C -4.492 -1.329 -3.029
O -4.411 -1.327 -4.400
C -3.186 -0.630 -4.757
C -2.331 -1.010 -3.599
O -3.282 -1.005 -2.524
H -2.746 -0.985 -5.689
H -3.278 0.451 -4.864
H -1.598 -0.222 -3.426
H -1.807 -1.956 -3.738
C -3.369 2.849 4.809
C -2.231 3.881 4.625
C -1.587 3.859 3.290
C -0.468 4.783 3.073
N 0.428 5.490 2.963
H -3.509 2.495 5.830
H -3.141 1.937 4.258
H -4.249 3.271 4.323
H -1.412 3.635 5.300
H -2.631 4.860 4.888
H -2.282 4.036 2.470
H -1.031 2.938 3.113
C 1.183 -0.191 3.504
C 2.297 0.490 4.288
C 3.565 -0.310 4.339
C 4.148 -0.558 2.999
N 4.581 -0.786 1.940
H 1.473 -0.355 2.467
H 0.265 0.392 3.439
H 0.766 -1.014 4.085
H 1.949 0.560 5.318
H 2.541 1.454 3.841
H 3.245 -1.271 4.742
H 4.258 0.153 5.041
C 5.622 2.297 -0.698
C 4.608 1.278 -1.148
C 3.777 1.594 -2.366
C 4.492 2.071 -3.593
N 5.035 2.489 -4.519
H 6.286 1.861 0.048
H 5.275 3.233 -0.259
H 6.206 2.746 -1.502
H 3.925 1.172 -0.305
H 5.143 0.330 -1.204
H 3.017 2.349 -2.163
H 3.323 0.630 -2.596
C 1.347 -2.104 -2.087
C 2.233 -2.613 -3.170
C 2.293 -1.939 -4.556
C 1.057 -1.930 -5.332
N 0.053 -1.994 -5.961
H 1.388 -1.015 -2.075
H 1.476 -2.460 -1.065
H 0.306 -2.234 -2.384
H 1.976 -3.662 -3.314
H 3.257 -2.693 -2.808
H 2.889 -2.611 -5.173
H 2.786 -0.967 -4.527
C -6.352 0.843 -0.038
C -4.908 0.549 0.347
C -4.465 1.187 1.672
C -4.729 2.634 1.503
N -4.925 3.781 1.364
H -6.267 1.822 -0.511
H -7.051 0.870 0.797
H -6.735 0.170 -0.805
H -4.216 0.746 -0.471
H -4.850 -0.539 0.316
H -3.409 0.974 1.836
H -5.051 0.675 2.436
C 3.967 -4.914 0.260
C 3.989 -4.358 1.736
C 2.657 -4.539 2.431
C 1.646 -3.618 1.961
N 0.806 -2.941 1.565
H 3.073 -4.511 -0.216
H 3.691 -5.966 0.332
H 4.893 -4.793 -0.302
H 4.251 -3.300 1.730
H 4.793 -4.884 2.250
H 2.892 -4.233 3.450
H 2.181 -5.520 2.444
```

Results
Calculated total energy = -2603.13360 Ha
Strongest force on any atom = 4.4 eV/A
E_HOMO = -10.661 eV
Gap between HOMO and LUMO = 10.56 eV
SMILES = CCOC(C)=O.O=C1OCCO1.O=C1OCCO1.O=C1OCCO1.CCCC#N.CCCC#N.CCCC#N.CCCC#N.CCCC#N.CCCC#N

---

no.,LUMO (eV)
1,-3.381
2,-5.024
3,0.641
4,-0.100